Entry 1:
ORCA calculation (ωB97M-V/def2-TZVPD) on a cluster of 35 separate species, C8H83BCl2IO38 in total.

```
! wB97M-V def2-TZVPD RIJCOSX def2/J DEFGRID3
* xyz -1 1
C 1.23046 3.89402 -4.04575
C 1.62388 2.50097 -4.37849
O 2.16464 2.17716 -5.42349
O 1.28985 1.64674 -3.43636
C 1.89235 0.32389 -3.44726
C 3.32814 0.32373 -3.00586
B 3.73191 0.83019 -1.49514
I 5.49037 -0.59229 -0.87826
C 4.37380 2.32097 -1.54383
O 5.62731 2.36461 -2.24740
O 6.47989 3.33407 -1.62350
C 2.47779 0.72435 -0.41454
Cl 1.59557 2.31426 -0.36386
C 2.60906 0.27366 1.02333
C 1.26894 0.19680 1.75111
Cl 3.68018 1.34285 1.99884
H 1.96557 4.32887 -3.37487
H 0.26236 3.90407 -3.55755
H 1.15655 4.44624 -4.97234
H 1.26174 -0.29137 -2.81880
H 1.80689 -0.07685 -4.45681
H 3.65305 -0.70381 -3.17158
H 3.89841 0.91646 -3.72450
H 4.53292 2.73794 -0.55143
H 3.69334 2.97311 -2.10406
H 5.98729 4.16279 -1.73516
H 1.73307 0.03432 -0.80995
H 3.05823 -0.71406 1.03062
H 1.05259 1.10822 2.28989
H 1.29086 -0.61169 2.47917
H 0.46443 -0.00921 1.05235
O 4.51398 -2.65891 -4.19173
H 4.60088 -2.82942 -5.13325
H 5.17597 -3.21342 -3.75356
O -1.53865 0.96788 2.92964
H -2.36083 0.48761 2.77237
H -1.84852 1.86894 3.08497
O 0.34217 -2.30643 -2.24183
H -0.59044 -2.37216 -2.47244
H 0.76278 -3.10295 -2.57930
O -1.98743 -1.09865 -3.49747
H -2.38470 -0.22306 -3.43182
H -1.48033 -1.08769 -4.31559
O -4.21918 1.15288 1.71973
H -4.51759 1.95687 1.28408
H -4.86863 0.48955 1.45548
O -3.41752 -0.80682 -1.04296
H -2.89280 -0.49607 -0.29385
H -2.78523 -1.25461 -1.61851
O -2.82275 2.60964 5.01769
H -3.62618 2.84545 5.49081
H -2.60817 1.72088 5.33711
O -0.55661 6.14503 -5.50507
H -1.13665 6.91059 -5.47138
H -0.03185 6.27380 -6.30541
O 6.25929 6.24204 -1.37427
H 7.00541 6.34101 -0.77533
H 5.65419 6.95568 -1.15364
O -1.70520 -0.24007 5.42246
H -1.26471 -0.23764 4.55470
H -1.84339 -1.16641 5.64446
O -5.16064 -1.73608 1.32765
H -4.68667 -1.72950 0.48383
H -5.33889 -2.66550 1.51566
O 3.16323 0.87608 -7.72544
H 2.64018 1.61080 -8.06916
H 3.19195 1.06602 -6.77278
O -6.65672 2.15930 0.47864
H -7.36835 1.50894 0.42892
H -7.08139 3.01600 0.58773
O 0.75217 -1.45343 6.42728
H 1.44036 -1.54570 7.09639
H 0.27920 -0.63784 6.62573
O 6.15213 1.01555 4.78466
H 5.22750 1.08741 4.53078
H 6.42936 0.20752 4.33577
O -5.04642 0.85915 5.78077
H -4.81428 0.92198 4.84428
H -4.43661 0.19625 6.12636
O -5.97874 -1.39520 7.50688
H -6.24224 -0.53459 7.15428
H -6.53613 -2.01808 7.02524
O 2.18257 -3.58336 8.11806
H 1.24982 -3.67644 7.88180
H 2.57573 -4.36396 7.71805
O -8.26826 -0.40371 1.58412
H -8.31664 -0.73775 2.48521
H -7.69917 -1.03580 1.12587
O 5.85116 -1.61438 2.69775
H 5.61819 -0.89994 2.08065
H 5.14845 -2.25520 2.55715
O 5.89445 0.44902 -8.59536
H 5.01815 0.67677 -8.24423
H 6.15378 -0.34799 -8.12516
O 3.30891 3.88945 4.35110
H 3.06605 3.46494 5.17870
H 3.67532 3.17608 3.81439
O -5.54097 -2.98866 5.04400
H -5.59964 -3.86083 5.45386
H -4.88662 -2.52508 5.57965
O 0.01536 -5.61315 7.44519
H -0.17366 -6.01564 8.29936
H 0.47030 -6.31948 6.97667
O -0.35089 5.91708 -8.43369
H -1.21468 5.64100 -8.75348
H 0.25053 5.22244 -8.72301
O 0.86361 -8.15715 8.76345
H 0.65673 -8.53854 9.62208
H 1.32272 -8.85740 8.28957
O -6.99153 -4.80500 6.88292
H -7.23190 -5.46980 6.22881
H -7.69170 -4.86340 7.54076
O -7.95659 1.33524 -2.32292
H -7.42837 1.71233 -1.61039
H -7.30980 0.94669 -2.91937
O 7.12560 -2.26116 -5.52214
H 7.80955 -2.19779 -4.84815
H 6.51109 -1.56104 -5.26725
O 6.71441 -3.98674 -2.71471
H 7.27008 -3.59834 -2.03237
H 7.27788 -4.49984 -3.29984
O -5.94886 -4.11507 2.35469
H -6.63389 -4.76208 2.53585
H -5.72130 -3.72003 3.20820
O 2.17983 2.54076 -10.38541
H 2.66798 3.34160 -10.60034
H 2.85443 1.84948 -10.36749
O -10.91897 0.81843 2.08883
H -11.01399 0.11281 2.73366
H -10.13575 0.57212 1.57857
O 1.60500 -0.57594 -10.13033
H 2.20707 -0.52522 -9.37664
H 1.05064 0.20603 -10.04074
*
```

## Properties
total energy = -121273.4324 eV

---

Entry 2:
ORCA calculation (ωB97M-V/def2-TZVPD) on a structure of composition C8H8AgN2O4Se2.

```
! wB97M-V def2-TZVPD RIJCOSX def2/J DEFGRID3
* xyz -1 1
Ag -2.64476 0.03232 -1.16439
C -1.01219 2.04741 0.80994
N -0.75899 0.63847 1.07741
C -1.69016 -0.33221 1.18615
Se -3.54861 -0.15938 1.26097
N -1.03184 -1.51406 1.24471
C 0.32873 -1.31786 1.05243
C 1.39042 -2.19698 0.94540
C 2.63716 -1.64091 0.70983
C 2.80630 -0.26001 0.58404
C 1.73901 0.61452 0.69495
C 0.49759 0.05647 0.94132
H -2.01118 2.28965 1.16267
H -0.93276 2.22884 -0.27057
H -0.27989 2.63690 1.36142
H -1.52771 -2.38660 1.20282
H 1.24986 -3.26748 1.01029
H 3.49407 -2.29146 0.59544
H 3.79026 0.13233 0.36477
H 1.86014 1.67756 0.54345
O -0.23698 -0.45491 -2.00523
Se -0.81643 0.62105 -3.12952
O 0.12982 0.81012 -4.41711
O -2.33399 0.03022 -3.48985
O -1.09785 2.00600 -2.27136
*
```

## Properties
energy above the lowest of the compared OMol25 structures with the same formula, charge and spin = 0.2928 eV
total energy = -154287.7490 eV

---

Entry 3:
ORCA calculation (ωB97M-V/def2-TZVPD) on a structure of composition C8H8AlCl2FeN2O3.

```
! wB97M-V def2-TZVPD RIJCOSX def2/J DEFGRID3
* xyz 4 6
Fe -2.49431 -5.07438 -5.53498
Al -0.17365 -0.14722 0.04601
Cl -2.86954 -5.26460 -3.45698
Cl -1.04274 1.28948 -1.25273
C 1.73975 0.73908 0.41495
C -2.95334 -6.61796 -6.42620
C -1.88647 -3.82987 -6.83004
O 2.52477 1.57031 0.60270
O -3.09166 -7.46488 -7.22681
O -1.61712 -3.61228 -7.94601
C -2.85819 2.28880 3.91273
C -1.98203 1.25557 3.33964
C -1.31682 0.17755 3.92947
C -0.59149 -0.46798 2.92588
N -0.84024 0.18574 1.77271
N -1.67472 1.22193 2.05170
C 0.33307 -1.60754 2.92533
H -3.73508 1.83768 4.37930
H -2.33851 2.86542 4.68070
H -3.19921 2.98414 3.14804
H -1.34059 -0.10655 4.96562
H -2.02801 1.85526 1.33408
H 1.17517 -1.41730 3.61363
H -0.17893 -2.51906 3.27857
H 0.75645 -1.83428 1.92956
*
```

## Properties
<S²> = 8.77
total energy = -83530.1054 eV

---

Entry 4:
ORCA calculation (ωB97M-V/def2-TZVPD) on a structure of composition C8H8AuF6N3PS.

```
! wB97M-V def2-TZVPD RIJCOSX def2/J DEFGRID3
* xyz 2 2
Au 0.20062 0.12100 -0.09565
S -1.71028 0.71498 1.66218
C -1.88859 -0.94914 1.41941
C -2.83751 -1.78485 2.03172
C -2.82808 -3.13352 1.69179
C -1.88596 -3.60295 0.78637
C -0.95487 -2.69868 0.21230
N -0.98629 -1.42371 0.53532
H -3.54061 -1.37729 2.74804
H -3.54568 -3.81333 2.13274
H -1.83696 -4.64725 0.50755
H -0.20693 -3.03349 -0.50096
F 1.51831 -1.37441 -0.74909
P 2.08813 -2.19411 -2.42503
F 2.52615 -2.85672 -3.74342
F 0.68178 -2.96590 -2.29340
F 3.35120 -1.24749 -2.25929
F 1.29042 -0.96118 -3.06832
F 2.72296 -3.23844 -1.43588
N 2.14039 3.64943 -1.01560
C 2.87628 2.79556 -1.80795
C 2.35484 1.56132 -1.62963
N 1.30947 1.67616 -0.73028
C 1.21021 2.95754 -0.37713
H 2.27956 4.64743 -0.93139
H 3.70021 3.10633 -2.42580
H 2.65149 0.63456 -2.08494
H 0.49471 3.37451 0.31038
*
```

## Properties
energy above the lowest of the compared OMol25 structures with the same formula, charge and spin = 1.4462 eV
<S²> = 0.80
total energy = -53002.9450 eV

---

Entry 5:
ORCA calculation (ωB97M-V/def2-TZVPD) on a cluster of 2 separate species, C8H8Br2F6O4P in total.

```
! wB97M-V def2-TZVPD RIJCOSX def2/J DEFGRID3
* xyz -1 1
C -3.58592 1.24476 0.89962
C -3.70028 -0.30279 0.40259
Br -5.37289 -1.30295 0.88960
C -2.66053 -0.94801 -0.35782
Br -2.93840 -2.85257 -0.93166
C -1.32110 -0.15129 -0.69488
O -0.94594 0.01611 -2.10969
C 0.36592 0.64224 -1.95314
O 0.99390 1.32052 -2.80851
O 0.91648 0.38520 -0.62688
C 0.09103 -0.75217 -0.18316
C 0.22860 -1.22720 1.33980
C -0.75147 -0.44172 2.36205
O -0.42256 0.72244 2.72560
H -3.21701 1.82474 -0.02350
H -2.81922 1.36138 1.74505
H -4.63100 1.62337 1.16386
H -1.22631 0.94680 -0.32843
H 0.47581 -1.59462 -0.85497
H -0.06256 -2.34860 1.39347
H 1.32395 -1.09013 1.69479
H -1.73780 -0.91284 2.71258
F 4.86083 1.63990 -2.01649
P 4.42805 0.54892 -0.92224
F 5.99129 0.39101 -0.59323
F 4.64138 -0.55747 -2.06534
F 4.52664 0.74633 0.66813
F 3.30357 -0.56216 -0.62998
F 3.24556 1.63080 -0.89722
*
```

## Properties
energy above the lowest of the compared OMol25 structures with the same formula, charge and spin = 4.6097 eV
total energy = -182295.7410 eV

---

Entry 6:
ORCA calculation (ωB97M-V/def2-TZVPD) on a cluster of 2 separate species, C8H8ClFO3S in total.

```
! wB97M-V def2-TZVPD RIJCOSX def2/J DEFGRID3
* xyz 0 1
C -3.58699 -0.20407 -0.04655
C -2.89967 -0.32868 1.15656
C -3.14642 -0.78218 -1.21711
C -1.60347 -0.86443 0.97765
C -1.90567 -1.27327 -1.39701
C -1.11026 -1.34701 -0.26508
C 4.02044 0.61548 0.74729
C 1.00872 -1.80073 0.64906
O 1.47775 0.82902 0.74433
O 2.50026 0.21694 -1.42872
O 0.20121 -1.58409 -0.42764
F 2.77796 2.47153 -0.46888
S 2.51421 0.89520 -0.16691
Cl 2.63424 -2.09724 0.05272
H -4.57073 0.16096 -0.16524
H -3.32396 0.13525 2.10501
H -3.79148 -0.78552 -2.00825
H -1.05596 -1.13020 1.83848
H -1.69891 -1.69699 -2.36194
H 4.05598 1.06053 1.77040
H 4.84687 1.14179 0.26302
H 4.20284 -0.45842 0.59135
*
```

## Properties
energy above the lowest of the compared OMol25 structures with the same formula, charge and spin = 1.7162 eV
total energy = -40639.1544 eV

---

> Which of these has the highest total energy?

C8H8ClFO3S

---

> Among the records above, which one has the lowest total energy?

C8H8Br2F6O4P

---

> total energy of number 4 (C8H8AuF6N3PS)?

-53002.9450 eV

---

What did the fifth record say?
ORCA calculation (ωB97M-V/def2-TZVPD) on a cluster of 2 separate species, C8H8Br2F6O4P in total.

```
! wB97M-V def2-TZVPD RIJCOSX def2/J DEFGRID3
* xyz -1 1
C -3.58592 1.24476 0.89962
C -3.70028 -0.30279 0.40259
Br -5.37289 -1.30295 0.88960
C -2.66053 -0.94801 -0.35782
Br -2.93840 -2.85257 -0.93166
C -1.32110 -0.15129 -0.69488
O -0.94594 0.01611 -2.10969
C 0.36592 0.64224 -1.95314
O 0.99390 1.32052 -2.80851
O 0.91648 0.38520 -0.62688
C 0.09103 -0.75217 -0.18316
C 0.22860 -1.22720 1.33980
C -0.75147 -0.44172 2.36205
O -0.42256 0.72244 2.72560
H -3.21701 1.82474 -0.02350
H -2.81922 1.36138 1.74505
H -4.63100 1.62337 1.16386
H -1.22631 0.94680 -0.32843
H 0.47581 -1.59462 -0.85497
H -0.06256 -2.34860 1.39347
H 1.32395 -1.09013 1.69479
H -1.73780 -0.91284 2.71258
F 4.86083 1.63990 -2.01649
P 4.42805 0.54892 -0.92224
F 5.99129 0.39101 -0.59323
F 4.64138 -0.55747 -2.06534
F 4.52664 0.74633 0.66813
F 3.30357 -0.56216 -0.62998
F 3.24556 1.63080 -0.89722
*
```

## Properties
energy above the lowest of the compared OMol25 structures with the same formula, charge and spin = 4.6097 eV
total energy = -182295.7410 eV